Formula: C2H7NOS
Source: the OMol25 dataset
Level of theory: ωB97M-V/def2-TZVPD

ORCA input file:
```
! wB97M-V def2-TZVPD RIJCOSX def2/J DEFGRID3
* xyz 0 1
C -1.3443 -0.7669 -1.2061
H 3.4290 -0.8371 0.2062
H 3.4928 -1.9374 -1.2272
N 2.2156 -0.4774 -1.2979
C 3.0482 -1.1722 -0.6966
H 1.6706 0.0904 -0.6284
H -2.3074 -0.6366 -1.7698
H -1.2778 -1.8693 -0.9176
S -1.0751 0.2767 0.3015
O -0.3426 -0.4051 1.3395
H 0.0189 0.9922 -0.5803
H -0.5006 -0.5089 -1.8232
*
```

Results
- maximum force (eV/A) = 4.2
- highest occupied orbital energy (eV) = -9.45
- energy above the lowest of the compared OMol25 structures with the same formula, charge and spin (kJ/mol) = 359.0

Just the Mulliken charges please, in e? Sure, here they are: -0.7262, 0.2309, 0.2859, -0.4547, -0.3011, 0.2278, 0.3220, 0.2585, 0.3177, -0.5050, 0.0759, 0.2685


Formula: C2H7NOS
Source: the OMol25 dataset
Level of theory: ωB97M-V/def2-TZVPD

ORCA input file:
```
! wB97M-V def2-TZVPD RIJCOSX def2/J DEFGRID3
* xyz 0 1
H -1.8051 0.1907 0.9801
H 0.3553 -1.5669 -2.0184
H -1.6290 0.4815 -0.7848
C -1.1157 0.0962 0.1296
H -0.9300 -0.9301 0.1005
S 0.9379 0.5700 -2.0343
H 0.9582 -0.6727 1.1159
H 1.8379 0.6661 1.1782
C 0.8808 0.3714 1.2362
N 0.0393 0.9834 0.3260
H 0.5130 0.5710 2.2387
O -0.0424 -0.7606 -2.4678
*
```

Results
- maximum force (eV/A) = 3.9
- highest occupied orbital energy (eV) = -8.70
- energy above the lowest of the compared OMol25 structures with the same formula, charge and spin (kJ/mol) = 441.2

Just the Mulliken charges please, in e? Sure, here they are: 0.3714, 0.3502, 0.2833, -0.8447, 0.3703, 0.0746, 0.3452, 0.3490, -0.8455, -0.3245, 0.3344, -0.4637


Formula: C2H7NOS
Source: the OMol25 dataset
Level of theory: ωB97M-V/def2-TZVPD

ORCA input file:
```
! wB97M-V def2-TZVPD RIJCOSX def2/J DEFGRID3
* xyz 0 1
C 0.9266 0.5134 0.8868
H 0.9265 -0.5142 1.1328
H 1.6581 0.8800 0.2159
H 0.7437 0.9955 1.8265
O -0.5234 2.2143 -0.7113
S -0.5623 0.9682 -0.0238
H -1.7571 0.2334 1.5332
H 0.0910 -0.1587 -2.1324
C -0.5051 -0.4845 -1.3377
N -1.7377 1.0750 1.0547
H 0.0378 -1.2107 -0.8670
H -1.4909 -0.7859 -1.7007
*
```

Results
- maximum force (eV/A) = 4.0
- highest occupied orbital energy (eV) = -9.12
- SMILES string = CS(C)(=N)=O
- energy above the lowest of the compared OMol25 structures with the same formula, charge and spin (kJ/mol) = 320.2

Just the Mulliken charges please, in e? Sure, here they are: -1.1776, 0.4321, 0.3831, 0.4040, -0.6389, 1.0722, 0.2070, 0.3621, -0.9970, -0.7163, 0.3646, 0.3047


Formula: C2H7NOS
Source: the OMol25 dataset
Level of theory: ωB97M-V/def2-TZVPD

ORCA input file:
```
! wB97M-V def2-TZVPD RIJCOSX def2/J DEFGRID3
* xyz 1 2
H 2.3805 -0.4320 -2.5007
H -2.0023 -0.3898 3.3509
H 2.1266 0.2538 -1.1150
C 1.4880 -0.1416 -1.8304
H -0.5462 1.3967 -2.2088
N -1.2172 -0.4831 2.6742
O -0.1456 0.1451 0.7322
C -1.1995 0.0481 1.3394
H 0.8598 -0.9900 -1.5650
S 0.7714 1.3372 -2.6787
H -0.4225 -0.9547 2.9094
H -2.0928 0.2104 0.8925
*
```

Results
- expectation value of S² = 0.753
- maximum force (eV/A) = 5.9
- highest occupied orbital energy (alpha / beta) (eV) = -13.50 / -13.50
- energy above the lowest of the compared OMol25 structures with the same formula, charge and spin (kJ/mol) = 87.6

Just the Mulliken charges please, in e? Sure, here they are: 0.3679, 0.2284, 0.3629, -0.6971, 0.2969, -0.3668, -0.5486, 0.1300, 0.3494, 0.2991, 0.2117, 0.3662


Formula: C2H7NOSi
Source: the OMol25 dataset
Level of theory: ωB97M-V/def2-TZVPD

ORCA input file:
```
! wB97M-V def2-TZVPD RIJCOSX def2/J DEFGRID3
* xyz 0 1
H 1.1489 -0.8253 -0.8142
C -1.5162 -0.3231 -0.7945
Si 2.4539 0.6169 0.3039
H -0.7774 -0.9013 -1.3438
C -1.6848 -0.2624 0.6252
H -2.2537 0.0170 -1.4477
N 2.0851 -0.7506 -0.4539
H -1.0278 -0.9107 1.1929
H -2.7060 -0.0309 1.1113
H 3.6739 0.7770 1.1019
O -1.0953 0.7658 -0.1051
H 1.6995 1.8278 0.6242
*
```

Results
- maximum force (eV/A) = 3.6
- highest occupied orbital energy (alpha / beta) (eV) = -9.94 / -9.94
- SMILES string = N=[SiH2].C1CO1
- energy above the lowest of the compared OMol25 structures with the same formula, charge and spin (kJ/mol) = 412.5

Just the Mulliken charges please, in e? Sure, here they are: 0.2665, -0.3960, 0.4406, 0.1433, -0.0684, 0.2179, -0.5469, 0.2375, 0.2014, -0.0843, -0.3461, -0.0655


Formula: C2H7NS
Source: the OMol25 dataset
Level of theory: ωB97M-V/def2-TZVPD

ORCA input file:
```
! wB97M-V def2-TZVPD RIJCOSX def2/J DEFGRID3
* xyz 0 1
H 2.0084 1.3347 -2.0549
H 1.6922 -1.4480 -2.4505
C 0.7138 -1.1302 -2.0692
N 0.5257 -0.0483 -1.4585
H -0.1301 -1.7338 -2.3917
H 2.5948 0.0303 -1.0730
H -0.2648 0.0389 1.4704
C 1.7493 0.7151 -1.1945
H -2.3702 0.8973 1.8260
H 1.6354 1.3495 -0.3202
S -1.3927 0.0874 2.1977
*
```

Results
- maximum force (eV/A) = 2.8
- highest occupied orbital energy (eV) = -9.53
- SMILES string = C=NC.S
- energy above the lowest of the compared OMol25 structures with the same formula, charge and spin (kJ/mol) = 142.7

Just the Mulliken charges please, in e? Sure, here they are: 0.3107, 0.2351, -0.2402, -0.3436, 0.2532, 0.3193, 0.1399, -0.7852, 0.1397, 0.2644, -0.2933


Question: energy above the lowest of the compared OMol25 structures with the same formula, charge and spin of number 3 (C2H7NOS)?
Answer: 320.2 kJ/mol


Question: maximum force of number 6 (C2H7NS)?
Answer: 2.8 eV/A